112
Properties=species:S:1:pos:R:3:lowdin_charge:R:1 method="wB97M-V/def2-TZVPD" fmax_ev_per_a=6.69 orbital_gap_ha="0.0700 / 0.0325" total_energy_ev=-132069.774 s2=2.05 spin_multiplicity=3 total_charge=+2 e_above_lowest_kcal_mol=69.3
W -0.1246 0.5820 1.3415 1.1920
S -0.0082 -1.6392 2.6967 0.6365
S -8.5740 -3.1074 0.0718 0.3934
S 2.2719 1.1303 1.3665 0.8209
S 0.5593 -4.3585 1.3072 1.0473
S 0.7750 -1.0482 -0.3449 0.8706
O -10.0574 -3.1191 0.0601 -0.3483
O -8.1713 -3.4480 -1.3093 -0.3655
O -7.9402 -3.8506 1.0928 -0.3278
N -1.7087 -3.1172 1.2672 0.0254
N 3.1602 -0.6328 6.7010 0.2083
N 3.0084 -1.0751 -1.7420 -0.0777
N -6.8531 -1.0983 0.5873 0.1707
N -0.4627 2.3949 -0.8355 0.1202
N 4.4448 -0.0601 0.3872 -0.0381
N -0.0273 2.6999 1.3279 -0.1087
N -2.4130 0.5685 1.7370 -0.1060
N -0.1685 1.0313 3.7451 -0.1083
N -0.7655 1.1760 -0.5252 -0.1554
N -9.1029 -0.4442 0.0756 0.1586
C 2.1860 -0.2112 6.2654 -0.1485
C -7.4432 1.1721 0.7089 -0.0111
C 6.4404 3.6634 -0.5784 -0.0610
C 0.9165 5.2275 0.7610 0.0050
C 0.4925 4.4280 -0.2733 0.0506
C 0.4373 3.5234 2.3500 -0.0882
C -1.9623 -0.8352 -1.2043 -0.1122
C 0.9766 4.7548 2.0893 0.0062
C -5.1851 0.3722 1.3446 -0.0934
C 2.1940 0.9407 -3.6406 -0.0889
C 2.4820 0.2444 -6.3539 -0.0290
C -0.0090 3.1983 0.1097 -0.4185
C -1.5810 -0.0914 -3.8782 -0.0428
C -3.0799 -0.4905 2.0869 -0.1781
C 7.5745 1.4983 0.7760 -0.0280
C 5.1623 -0.8687 -0.6443 -0.0436
C 0.9344 0.6157 4.3227 -0.2136
C -2.2967 -1.7112 -2.2323 -0.0138
C 5.6521 2.7628 0.1181 -0.0503
C -3.1418 -5.7772 -0.7616 -0.0815
C -1.4598 0.3782 -1.5495 -0.2892
C -1.8576 -4.2920 0.5907 -0.3338
C 2.3016 1.5748 -5.9536 -0.0363
C 1.0048 0.3577 5.6850 -0.1617
C -1.2495 1.2437 4.4841 -0.1062
C -0.7471 -5.1268 0.4817 -0.4650
C 2.3349 -1.4830 -2.9752 -0.0808
C -2.1902 -1.2992 -3.5689 -0.0169
C 2.3844 -0.3712 -4.0229 -0.2094
C 3.1287 0.1076 0.3626 -0.5658
C -8.1440 -1.3818 0.2690 -0.3080
C -0.8253 -6.2581 -0.3448 -0.0670
C 2.5086 -0.7586 -5.3576 -0.0053
C -0.1609 0.5305 6.4328 0.0457
C 5.3026 0.6328 1.3965 -0.0742
C -0.5160 -3.0558 1.7554 -1.0502
C -1.1768 0.7554 -2.8669 -0.0171
C -8.6934 0.8191 0.2643 -0.0816
C 7.8090 3.4480 -0.6720 -0.0504
C 4.4408 -0.8635 -1.9544 -0.0666
C -1.2891 1.0330 5.8462 0.0153
C -4.4447 -0.6937 1.8898 0.0801
C 8.3903 2.4158 0.0634 -0.0268
C -4.5226 1.5817 1.1761 0.0235
C 6.2168 1.6604 0.7401 -0.2605
C 2.1106 1.8898 -4.5878 -0.0734
C -2.0420 -6.6130 -0.9281 -0.0495
C -3.1009 -4.7033 0.0389 -0.0137
C -6.5767 0.1576 0.9401 -0.2596
C -3.1629 1.6355 1.3224 -0.1176
C 2.3655 -0.6579 -0.6943 -0.5687
H 1.9917 1.2064 -2.6385 0.0939
H -9.4507 1.5794 0.0982 0.1212
H -5.0339 2.5081 0.9025 0.1309
H 8.4079 4.1785 -1.2221 0.1222
H 1.7617 0.3545 3.7252 0.0385
H 1.2408 5.4256 2.8668 0.1214
H 4.5913 0.0641 -2.5121 0.1491
H 2.7939 -2.4035 -3.3253 0.1419
H 1.3321 6.2181 0.5101 0.1416
H 5.9054 4.4615 -1.0667 0.1086
H -7.1681 2.1741 0.8537 0.0915
H 4.8291 -1.6855 -2.5698 0.1596
H 0.0747 -6.8685 -0.5106 0.1176
H 2.2700 2.3779 -6.6897 0.1161
H -2.5783 2.4992 0.9987 0.1003
H 1.3022 -1.7299 -2.7147 0.1024
H 2.7209 -1.7636 -5.5917 0.1059
H -4.8552 -1.6433 2.1746 0.1341
H 9.4185 2.2174 -0.0022 0.0981
H -2.3578 -2.0452 -4.3607 0.1334
H 0.5005 4.8023 -1.3093 0.1495
H -2.4900 -1.3022 2.4238 0.0338
H 5.2648 -1.8630 -0.2333 0.1502
H 8.0365 0.6402 1.2713 0.1264
H 2.6094 -0.0853 -7.3869 0.1205
H 5.9528 -0.1405 1.8927 0.1602
H -4.0970 -6.1094 -1.1986 0.1368
H 1.8931 2.8979 -4.3200 0.1032
H -0.1225 0.2832 7.4798 0.1431
H -2.6188 -2.7505 -1.9859 0.1286
H 4.5817 2.8302 0.1065 0.0896
H -3.9612 -4.0194 0.2076 0.1429
H 6.1221 -0.3563 -0.7173 0.1394
H -1.3732 0.1594 -4.9084 0.1213
H 0.3477 3.2390 3.3803 0.1077
H -2.0154 -1.2164 -0.1920 0.0669
H -0.6950 1.7307 -3.0045 0.1133
H -2.1534 -7.5025 -1.5487 0.1214
H 4.6625 1.1778 2.0871 0.0872
H -2.1762 1.5761 4.0175 0.1241
H -2.1954 1.2191 6.3763 0.1289